Molecular formula: C4H6S2
Method: DFT, wB97M-V/def2-TZVPD

Last column: Löwdin charge in e.
Geometry (Å):
C  0.7380  0.1477  -0.3570  -0.294
C  1.0440  0.7106  0.7510  -0.080
C  -0.2668  -0.9179  -0.4133  -0.318
C  -1.5824  -0.3994  -0.1681  -1.175
S  -1.6207  1.2877  0.3602  0.840
S  -2.9535  -1.1934  -0.1536  0.690
H  0.9815  0.5989  -1.2191  0.075
H  1.6695  1.5870  0.7045  0.070
H  -0.3256  -1.5182  -1.3246  0.124
H  -0.0341  -1.7014  0.3607  0.149
H  -2.8149  1.1749  0.6006  -0.215
H  0.7285  0.1922  1.7820  0.135

Force components x, y, z for each atom (eV/Å):
-1.12 -2.03 0.04
0.97 -0.53 4.46
1.46 -2.62 0.07
-1.22 1.87 1.36
3.58 0.61 -0.77
-1.37 -1.50 -0.43
1.08 1.48 -3.16
0.04 0.20 0.63
0.32 0.25 -0.19
-0.37 0.70 -0.42
-4.20 -0.01 0.72
0.84 1.59 -2.30

---

Molecular formula: C5H13NO
Method: DFT, wB97M-V/def2-TZVPD

Last column: Löwdin charge in e.
Geometry (Å):
N  1.0048  -0.7668  1.1776  -0.055
C  1.7463  -0.7145  -0.0639  -0.213
C  1.0642  0.5213  -0.6950  -0.179
C  0.7683  1.4362  0.5055  -0.143
C  0.3011  0.4345  1.5905  -0.396
C  -1.2032  0.2245  1.5539  -0.076
H  1.1964  -1.4890  1.8470  0.111
H  2.8348  -0.6516  0.0019  0.101
H  1.5480  -1.5930  -0.6819  0.101
H  0.2128  0.2905  -1.3305  0.095
H  1.7712  1.0146  -1.3747  0.102
H  -0.0022  2.1610  0.2486  0.104
H  1.6688  1.9760  0.7868  0.109
H  0.5524  0.7451  2.6067  0.129
H  -1.7473  1.1639  1.6730  0.073
H  -1.5272  -0.4306  2.3694  0.072
H  -1.5658  -0.2737  0.6531  0.069
H  -2.5958  -0.8464  -2.4025  0.000
H  -2.2512  -0.6277  -3.8582  0.026
O  -2.9311  -0.9363  -3.2711  -0.030

Force components x, y, z for each atom (eV/Å):
0.32 -0.87 0.60
-1.46 0.29 -0.32
1.77 0.59 -0.47
-0.62 -0.50 -0.26
0.15 0.05 -0.94
-0.71 -0.16 0.38
0.08 0.08 0.08
0.11 0.43 0.29
-0.05 -0.14 0.03
-0.32 -0.27 0.41
-0.11 0.02 0.06
-0.02 0.12 0.17
0.10 -0.06 0.16
0.31 0.13 -0.03
0.02 0.06 0.02
0.13 0.05 0.04
0.30 0.17 -0.22
0.58 0.16 1.34
0.46 0.20 -0.31
-1.03 -0.36 -1.02

---

Molecular formula: C4H6N2O
Method: DFT, wB97M-V/def2-TZVPD

Last column: Löwdin charge in e.
Geometry (Å):
C  0.1509  -1.3534  1.6479  -0.023
C  0.0419  -0.4121  0.1964  -0.388
C  -1.1650  -0.7665  0.4953  0.107
N  -1.0044  1.3744  -1.1630  0.136
C  0.2603  1.2520  -1.1565  -0.555
O  1.0765  1.9946  -1.9357  0.069
N  0.9402  0.3238  -0.3337  0.129
H  0.0406  -0.7270  2.5296  0.083
H  1.1942  -1.6545  1.5011  0.101
H  -0.4166  -2.2808  1.7581  0.088
H  -1.7997  -1.5354  0.0812  0.089
H  -1.2999  2.1147  -1.7889  0.060
H  1.9809  1.6701  -1.8319  0.104

Force components x, y, z for each atom (eV/Å):
0.18 -0.18 0.39
-0.43 0.09 -0.03
0.23 -0.02 -0.11
0.29 0.16 -0.19
-0.31 0.05 -0.05
0.19 -0.09 0.07
-0.36 -0.07 0.13
0.15 -0.09 -0.15
-0.15 0.05 -0.23
0.09 0.12 0.00
0.12 -0.06 0.15
0.07 0.02 -0.12
-0.06 0.01 0.13

---

Molecular formula: C4H10O2
Method: DFT, wB97M-V/def2-TZVPD

Last column: Löwdin charge in e.
Geometry (Å):
C  -1.4484  -0.8541  -0.4577  -0.018
C  -0.2670  -0.1531  0.2699  -0.572
C  -0.2354  1.3593  0.0443  -0.035
O  -0.5044  -0.5183  1.6289  -0.029
C  1.1230  -0.6131  -0.2908  -0.194
O  2.2744  0.0574  0.2439  -0.083
H  -1.1568  -1.4297  -1.3436  0.078
H  -1.9352  -1.5459  0.2380  0.083
H  -2.2157  -0.1349  -0.7684  0.080
H  -0.4997  1.5695  -0.9971  0.090
H  -0.8834  1.9296  0.7121  0.091
H  0.7941  1.6896  0.2026  0.065
H  0.0414  -0.0041  2.2333  0.098
H  1.2714  -1.6735  -0.0709  0.128
H  1.0497  -0.5055  -1.3828  0.124
H  2.5923  0.8267  -0.2617  0.093

Force components x, y, z for each atom (eV/Å):
0.10 0.03 -0.06
0.06 0.10 -0.39
-0.05 0.12 0.02
0.45 0.18 0.17
-0.29 -0.34 -0.09
-0.12 -0.03 0.09
0.13 0.18 0.09
0.24 0.11 -0.13
0.24 -0.04 0.06
-0.01 0.08 0.15
-0.15 -0.19 -0.09
-0.31 0.31 0.11
0.20 0.06 -0.17
-0.02 0.07 0.03
0.20 0.05 0.17
-0.64 -0.69 0.04

---

Molecular formula: C2H2I2NO2
Method: DFT, wB97M-V/def2-TZVPD

Last column: Löwdin charge in e.
Geometry (Å):
C  -0.1586  1.4811  0.6127  -0.931
C  -0.4173  -1.1096  -0.5436  -0.688
N  0.6383  0.2608  0.2759  -0.572
O  -1.3426  1.2097  0.7679  -0.057
O  0.5239  2.4751  0.6187  -0.065
I  2.4957  0.2615  -0.4898  0.657
I  -0.2666  -2.9143  0.4524  0.665
H  -1.2393  -0.4731  -0.0865  0.003
H  -0.2335  -1.1912  -1.6078  -0.013

Force components x, y, z for each atom (eV/Å):
0.78 -1.37 -1.57
0.83 4.53 2.91
-1.53 -4.16 -1.37
-1.34 0.03 0.54
0.66 1.91 0.57
0.08 0.33 -0.10
0.26 -0.31 0.12
0.19 -1.18 -1.23
0.07 0.22 0.12

Values from the calculation:
total charge	-1

---

Molecular formula: H10O5
Method: DFT, wB97M-V/def2-TZVPD

Last column: Löwdin charge in e.
Geometry (Å):
O  18.1952  -15.6832  19.7843  -0.052
H  17.4238  -15.4413  20.2968  -0.241
H  18.5045  -16.4956  20.1851  0.054
O  14.0275  -15.5793  19.9172  -0.073
H  14.9330  -15.3314  19.7306  -0.223
H  14.0521  -16.5326  20.0008  0.023
O  16.8637  -15.0097  21.1553  0.149
H  17.2163  -14.4834  21.8729  0.171
H  16.2664  -15.6253  21.5801  0.158
O  15.9623  -15.1098  19.1985  -0.030
H  16.6410  -15.6892  18.8522  0.094
H  16.3428  -14.7452  19.9975  -0.052
O  14.8206  -13.0348  19.2065  -0.051
H  15.6481  -12.8144  18.7789  0.039
H  14.4188  -13.6855  18.6309  0.033

Force components x, y, z for each atom (eV/Å):
5.11 -2.49 -4.17
2.77 -1.53 -1.26
0.47 -0.19 -0.13
-5.27 -1.37 2.35
-0.53 -0.42 -0.45
-0.33 -0.24 -0.07
-3.88 2.81 10.36
0.54 0.50 0.17
-0.93 -0.26 0.19
3.37 0.50 -5.19
0.23 -0.30 -0.47
-0.98 1.71 -1.45
-0.51 1.52 0.29
0.08 0.01 -0.18
-0.15 -0.24 0.02

---

Sequential Kohn-Sham gap output: 8.450 8.993 9.607 10.561 7.185 9.641 eV
Sequential ΔE to the lowest compared entry with this formula, charge and spin output: 43.15 23.35 110.11 22.41 0.00 148.71 kcal/mol
Sequential LUMO energy output: -0.101 0.760 0.858 0.755 2.704 -0.201 eV